151
Properties=species:S:1:pos:R:3:forces:R:3:lowdin_charge:R:1 method="wB97M-V/def2-TZVPD" total_charge=0 e_homo_ev=-5.330 gap_ev=0.66 energy_ha=-10035.773472 largest_force_ha_per_bohr=0.0826
Br -2.1779 0.7082 -0.8936 0.6 -0.1 -0.3 0.045
Ca 0.1251 -0.8074 -0.2211 -0.4 0.6 2.3 1.013
Cl -5.6198 2.1514 2.3982 0.5 -0.3 -0.9 0.499
Cl -2.7276 0.1866 -6.1116 -0.1 0.3 0.3 0.556
Cl 6.5673 1.0613 1.0981 -0.4 0.2 0.4 0.554
Cl 5.6032 -1.5959 -0.9293 -0.3 0.5 -0.3 0.543
Cl -9.5907 -1.3611 -4.7271 -0.4 0.1 0.1 0.563
Cl -4.2362 -1.2623 -3.4132 0.1 0.1 -0.2 0.581
Cl -7.7578 2.5657 0.0410 -0.2 0.1 -0.1 0.542
Cl -7.5876 0.0251 -2.1854 0.0 -0.2 0.5 0.568
F 1.6564 -5.0138 2.3132 -0.1 1.3 1.1 0.080
F -3.6485 6.3886 -3.3614 0.1 0.2 0.6 0.045
F -2.1990 -3.4665 7.2602 -0.5 0.4 -0.3 0.045
F 3.9614 5.8253 -2.5193 -0.2 0.1 0.2 0.029
F 2.9705 0.9773 -7.0940 -0.2 -0.7 0.4 0.049
F 4.9443 1.5514 5.8297 0.7 -0.1 0.0 0.041
O -1.1524 -2.7608 -0.1234 1.0 0.9 -0.4 -0.129
O -0.8119 -0.1520 2.1486 0.1 0.0 -0.3 -0.072
O 1.5510 1.3470 0.1074 -0.7 0.2 -0.4 -0.050
O 1.9585 -1.4763 1.4597 0.0 0.1 0.3 -0.075
C 3.8814 -1.3471 2.7968 -0.8 -0.1 2.2 0.012
C -3.5575 -2.8855 -0.6084 1.4 -2.7 1.5 -0.041
C -1.9466 5.6171 0.2908 0.4 -0.6 0.6 -0.094
C -3.1240 6.1721 -2.1162 -0.8 -0.1 -1.9 -0.277
C 1.7051 -7.2420 -1.0270 -0.6 0.7 0.8 -0.094
C 1.6417 5.6019 -2.8736 0.7 1.8 0.1 -0.016
C -2.1486 -3.4510 -0.2054 -2.3 -0.9 0.9 -0.378
C -2.7610 -3.6498 6.0358 0.2 0.0 0.1 -0.296
C -3.1102 -0.6660 2.4205 0.6 -1.1 -0.9 -0.021
C 2.8941 5.0511 -2.7846 1.2 -1.9 -0.9 -0.295
C -3.7657 -4.2281 3.5020 -1.1 1.4 1.8 -0.105
C 0.6775 -6.7228 1.1515 2.3 -2.6 -2.4 -0.007
C 2.0879 2.8480 -3.3903 1.6 -0.2 0.0 -0.096
C -1.9116 -0.6464 -4.7594 -1.0 0.9 1.4 -0.681
C -2.4064 6.8643 -0.0295 0.6 0.6 0.5 -0.077
C 0.4215 3.4393 0.4956 -1.2 -0.6 -1.2 -0.030
C -7.8913 -0.8744 -4.7289 0.6 -0.6 0.6 -0.687
C 3.6578 -0.6296 -5.5002 0.5 -2.1 1.8 -0.033
C -2.0522 1.3770 3.5249 -0.1 -1.1 0.0 0.012
C -5.2425 1.8492 0.6109 -0.1 -1.9 1.2 -0.642
C 0.8212 3.3738 -3.3952 -0.9 0.7 -0.5 -0.083
C -2.1710 4.6404 -0.6423 0.3 -2.5 1.0 -0.149
C 2.3976 -1.4584 2.6204 -1.0 -0.3 -1.6 -0.428
C -2.7483 4.8855 -1.8332 -0.6 -1.2 -1.8 -0.044
C 6.4579 -1.6694 6.6292 -0.3 0.1 -0.2 -0.067
C 4.6543 -1.1513 -4.6052 -1.8 1.4 -0.8 -0.069
C -1.8902 0.1724 2.6308 0.7 0.6 -1.1 -0.464
C -2.1758 -4.6204 5.2716 0.9 -0.6 -1.2 -0.016
C 1.5769 2.5615 0.2835 3.1 0.4 0.7 -0.428
C 6.3297 -0.3530 6.1946 2.4 0.5 -1.7 -0.034
C 1.4060 -1.4984 3.7596 1.2 0.0 0.1 0.002
C -6.0144 2.7557 -0.2504 -0.6 0.3 0.4 -0.680
C 3.8526 0.5047 -6.1699 1.3 3.0 -2.0 -0.295
C 4.1992 -1.5659 7.3485 -1.7 0.0 0.5 -0.117
C -2.7626 -1.8003 -4.2494 0.3 0.1 -1.2 -0.635
C 0.9418 -7.6595 0.0531 -1.5 0.8 1.0 -0.036
C -7.6167 0.3645 -3.9092 -1.2 0.3 -0.9 -0.672
C 5.3435 -2.2773 7.2060 1.9 -0.1 0.4 -0.102
C -2.1114 -4.9158 0.2908 2.1 1.2 -1.5 -0.016
C 5.7535 -0.3527 -4.4285 1.4 -0.7 0.2 -0.152
C -3.8479 -2.9049 5.5979 -0.6 -0.3 0.1 -0.007
C 5.2305 0.1576 -1.2005 -0.3 0.4 1.1 -0.599
C -4.3683 -3.2287 4.3303 1.6 -0.6 0.4 -0.075
C 4.0314 -0.2716 6.9108 -0.4 0.5 -0.2 -0.019
C 3.1653 3.6946 -3.0905 -1.6 1.3 0.7 -0.009
C 6.4189 1.0036 -0.6702 -0.4 -2.6 0.3 -0.644
C 2.9539 3.2843 0.5267 -0.1 -2.0 0.7 0.014
C 5.0198 1.3032 -6.0782 -0.4 -0.9 1.2 0.016
C 5.1525 0.3133 6.3475 -1.8 0.5 -0.2 -0.310
C 5.9009 0.8855 -5.0841 1.3 0.4 -0.8 -0.079
C -3.0051 7.2013 -1.2349 0.2 0.0 0.2 0.010
C -2.6708 -4.9165 3.9787 0.0 -0.8 0.2 -0.083
C 0.6097 4.7723 -3.2275 0.3 -2.4 0.6 -0.055
C 2.1778 -5.1786 0.0642 0.5 1.3 0.9 -0.037
C 2.2657 -5.9636 -1.0223 -0.5 -0.7 -2.0 -0.090
C 1.5081 -5.6398 1.1576 -1.0 -1.0 0.4 -0.343
B 1.1269 -1.5058 -2.5819 0.0 0.4 -0.6 0.287
H 1.7462 -7.7426 -1.9606 0.1 -1.0 -0.4 0.092
H 5.1825 2.1527 -6.7559 -0.2 -0.4 0.6 0.131
H 1.8989 -1.8979 4.6652 -0.5 0.3 -0.3 0.092
H -4.3079 -4.4549 2.6056 0.2 -0.3 -0.5 0.096
H 5.1150 0.3640 -2.2514 0.2 -0.3 -0.4 0.024
H 6.8495 1.4516 -4.9077 -1.0 -0.5 -0.2 0.122
H 7.1664 0.1382 5.5829 -1.3 -0.7 1.2 0.149
H -0.4035 5.0461 -3.2244 -1.1 0.9 -0.2 0.075
H -6.6735 0.8349 -4.1475 0.2 0.0 -0.3 0.059
H 3.0554 0.2717 6.9328 1.1 -0.5 0.2 0.136
H 4.2594 -2.3257 3.1194 -0.1 0.1 0.4 0.108
H 1.6347 6.7082 -2.7033 -0.6 -1.1 -0.2 0.141
H -2.1417 7.5654 0.7062 -0.2 1.5 0.6 0.095
H 6.4734 1.9749 -1.0647 -0.1 1.3 -0.5 0.052
H -5.8017 3.8040 -0.1372 0.3 0.3 0.1 0.069
H -3.5640 -1.8450 -0.7574 0.0 1.3 0.1 -0.030
H -5.7961 2.4060 -1.2263 0.0 0.0 -1.3 0.049
H -3.5435 -0.6470 1.4004 0.8 0.1 0.3 0.062
H 0.1859 -7.0315 2.0307 -0.7 -0.3 0.8 0.100
H -5.5126 0.7794 0.3454 0.0 1.2 0.7 0.085
H 2.5995 -5.6126 -1.9985 0.5 0.2 0.5 0.113
H -0.9829 -0.9301 -5.1988 0.7 -0.7 0.0 0.043
H -3.9296 -3.4050 -1.4784 0.0 -0.3 -0.4 0.035
H 2.5743 -4.1929 0.1940 0.5 0.4 -0.4 0.111
H -2.8354 -1.7223 2.6659 -0.3 0.8 -0.2 0.100
H 2.9850 4.1819 -0.0585 0.1 0.6 0.0 0.060
H -2.7967 -5.4794 -0.2789 -1.4 -0.8 -0.3 -0.054
H -2.1563 -2.4031 -3.5893 0.0 -0.3 0.4 0.063
H 4.3179 -1.1844 1.8594 0.7 0.7 -1.3 0.023
H -4.5916 -6.3508 -1.5150 0.1 0.2 0.1 -0.263
H -3.8752 -0.3035 3.0336 -1.3 0.2 1.1 0.039
H -0.0350 2.7183 -3.5945 0.3 0.4 0.0 0.104
H -3.3325 8.1911 -1.5120 0.1 0.1 0.2 0.126
H 0.4276 4.4121 -0.0142 0.4 -0.5 -0.4 0.093
H 3.8480 2.6402 0.3247 -0.9 0.4 -0.2 0.067
H 4.1521 3.3491 -2.9522 1.0 -0.4 -0.2 0.091
H -0.4557 2.8476 0.1638 0.3 0.6 0.8 0.036
H -7.5962 -0.8022 -5.7556 0.2 0.4 -0.5 0.065
H 2.7837 -1.2031 -5.6744 -0.8 -0.4 -0.2 0.104
H 3.4041 -2.0891 7.8436 -0.6 0.1 0.1 0.105
H -1.4052 5.3860 1.2422 -0.8 0.5 -0.9 0.120
H -1.1151 -5.3428 0.0485 -0.4 0.5 0.1 0.075
H -4.2139 -3.2944 0.2048 0.3 0.7 -0.5 0.099
H -1.9751 3.5783 -0.4644 0.1 0.6 0.1 0.032
H -2.6257 0.8723 4.2688 -0.7 0.2 1.3 0.075
H -2.2075 -5.0106 1.3549 -0.4 0.3 0.4 0.046
H 0.4376 3.7575 1.5217 -0.3 -0.3 0.8 0.101
H -0.9088 19.4165 -5.8068 0.0 0.0 0.0 -0.167
H 0.4265 -8.6452 0.0459 0.4 0.9 0.0 0.116
H -1.2546 -5.0717 5.6665 -0.6 -0.1 -0.2 0.125
H 0.4850 -2.0196 3.5055 0.2 -0.1 -0.1 0.082
H -5.2010 -2.6892 3.9533 -0.7 0.3 -0.2 0.095
H -2.9008 4.0135 -2.5283 0.0 1.3 0.5 0.146
H -7.3525 -1.6966 -4.2890 0.3 -0.4 0.0 0.039
H -3.0625 -2.3821 -5.1260 -0.1 -0.2 0.4 0.073
H -4.3338 -2.2176 6.3145 0.3 -0.3 -0.8 0.128
H -4.1655 1.8747 0.4617 0.0 0.5 0.2 -0.029
H -2.3165 -5.7779 3.3640 0.1 0.9 0.8 0.112
H 7.3978 -2.1916 6.4685 -0.2 0.1 0.2 0.109
H 4.3962 -2.0313 -4.0107 0.6 0.1 -0.4 0.103
H 1.1469 -0.4426 3.8614 -0.1 0.1 0.5 0.089
H 4.1616 9.5262 -2.0748 0.0 0.0 0.0 -0.198
H 7.2927 0.4091 -0.9203 0.2 0.4 -0.5 0.045
H 0.4811 -0.4799 -2.9055 0.3 -0.3 -0.2 -0.117
H -8.4678 1.0292 -4.1285 0.6 0.2 0.4 0.072
H -1.1760 1.7660 4.0175 0.5 0.1 -0.4 0.085
H -2.6973 2.1477 3.1258 -0.1 0.1 -0.3 0.071
H 6.6404 -0.8040 -3.9377 -0.7 0.7 0.2 0.118
H 5.4088 -3.2215 7.7222 0.1 -0.4 -0.4 0.106
H 3.0461 3.4514 1.6334 -0.4 0.4 -0.9 0.107
H 2.3456 1.8009 -3.6649 -0.6 0.7 0.4 0.104
H 4.2181 0.3196 -0.7674 0.9 0.2 0.2 0.061
H 4.1171 -0.5793 3.5878 0.0 -0.8 -0.8 0.109
H -1.7410 0.0234 -3.8721 -0.1 -0.1 -1.1 0.028